Here is a structure of composition C28H29CsP2S2Sb from the OMol25 dataset. Energies are from the ωB97M-V functional and the def2-TZVPD basis.

Strongest force on any atom ... 1.7 eV Å⁻¹
2S+1 ... 1
E ... -76841.873 eV
Relative energy (zero: lowest compared OMol25 entry of this formula, charge and spin) ... 4.7 kcal/mol
Total charge ... -1
Frontier orbital gap ... 5.38 eV

Last column: Mulliken charge in e.
Atoms and positions in Å:
Cs 0.960 -0.475 2.716  1.130
S 3.035 0.775 0.508  -0.628
P 1.414 0.385 -0.626  1.177
C 0.014 0.225 0.278  -2.059
P -1.303 -0.771 0.038  1.532
S -2.147 -1.406 1.760  -0.637
C -1.093 -2.247 -1.055  0.063
C -0.998 -3.533 -0.534  -0.417
C -0.799 -4.627 -1.376  -0.622
C -0.709 -4.446 -2.751  -0.458
C -0.816 -3.166 -3.284  -0.747
C -1.006 -2.078 -2.439  0.127
C -2.652 0.075 -0.911  -0.259
C -2.516 1.430 -1.183  -0.092
C -3.525 2.126 -1.851  -0.636
C -4.675 1.464 -2.256  -0.400
C -4.817 0.103 -1.990  -0.609
C -3.813 -0.585 -1.320  -0.399
C 2.037 -0.965 -1.722  0.382
C 2.107 -2.255 -1.190  -0.148
C 2.663 -3.301 -1.911  -0.557
C 3.164 -3.074 -3.190  -0.486
C 3.116 -1.796 -3.725  -0.783
C 2.561 -0.746 -2.993  -0.229
C 1.100 1.798 -1.799  -0.006
C 0.402 1.630 -2.994  0.350
C -0.059 2.724 -3.725  -0.802
C 0.167 4.013 -3.268  -0.527
C 0.865 4.198 -2.079  -0.580
C 1.328 3.103 -1.355  -0.623
H -1.103 -3.661 0.534  0.441
H -0.728 -5.624 -0.956  0.373
H -0.558 -5.298 -3.406  0.379
H -0.743 -3.015 -4.358  0.399
H -1.098 -1.079 -2.857  0.204
H -1.602 1.926 -0.867  0.299
H -3.403 3.185 -2.063  0.384
H -5.460 2.002 -2.779  0.354
H -5.715 -0.418 -2.303  0.370
H -3.926 -1.642 -1.102  0.383
H 1.721 -2.431 -0.196  0.142
H 2.695 -4.295 -1.483  0.385
H 3.591 -3.890 -3.763  0.367
H 3.522 -1.607 -4.714  0.395
H 2.558 0.250 -3.410  0.476
H 0.191 0.630 -3.357  0.088
H -0.609 2.562 -4.644  0.407
H -0.199 4.863 -3.831  0.359
H 1.049 5.202 -1.712  0.388
H 1.872 3.242 -0.430  0.312
C 0.653 3.313 7.588  -1.257
Sb 0.841 1.796 6.075  0.677
C 2.774 1.137 6.754  -1.197
C -0.238 0.313 7.200  -1.205
H 0.909 2.886 8.561  0.323
H -0.374 3.690 7.612  0.348
H 1.327 4.146 7.366  0.346
H 2.766 1.028 7.842  0.313
H 3.537 1.866 6.464  0.356
H 3.024 0.175 6.295  0.328
H 0.117 0.305 8.234  0.316
H -0.089 -0.675 6.756  0.339
H -1.308 0.541 7.180  0.356

Here is a structure of composition C3H5O3S from the OMol25 dataset. Energies are from the ωB97M-V functional and the def2-TZVPD basis.

Strongest force on any atom ... 3.9 eV Å⁻¹
2S+1 ... 1
E ... -20168.536 eV
Relative energy (zero: lowest compared OMol25 entry of this formula, charge and spin) ... 59.1 kcal/mol
Total charge ... -1
Frontier orbital gap ... 6.68 eV

Last column: Mulliken charge in e.
Atoms and positions in Å:
C -0.372 -0.493 2.330  0.746
C -0.250 -1.624 0.100  -0.823
C -0.279 -0.488 1.059  -0.467
O 1.190 1.090 -0.972  -0.574
O -0.423 1.634 -2.722  -0.522
O -0.332 -0.321 3.497  -0.508
S 0.886 1.931 -2.204  0.158
H 0.630 -2.347 0.250  0.243
H -0.129 -1.251 -0.911  0.227
H -1.181 -2.132 0.253  0.279
H -0.454 0.526 0.767  0.292
H 0.714 3.475 -1.447  -0.050

Here is a structure of composition C42H35AuF12N2O2S from the OMol25 dataset. Energies are from the ωB97M-V functional and the def2-TZVPD basis.

Strongest force on any atom ... 3.7 eV Å⁻¹
2S+1 ... 1
E ... -98328.157 eV
Relative energy (zero: lowest compared OMol25 entry of this formula, charge and spin) ... 157.1 kcal/mol
Total charge ... -2
Frontier orbital gap (alpha / beta) ... 3.85 / 3.85 eV

Last column: Mulliken charge in e.
Atoms and positions in Å:
Au 0.411 -0.581 -0.150  2.669
C -6.041 -1.139 -2.927  -1.579
C -4.777 -1.349 -2.189  0.341
C -4.722 -2.047 -1.003  -1.194
C -3.525 -2.229 -0.297  0.301
C -2.321 -1.713 -0.761  0.465
N -1.180 -1.941 -0.093  -0.398
C -1.026 -3.088 0.595  0.230
C -1.584 -4.254 0.116  0.164
C -1.419 -5.483 0.776  -1.298
C -0.685 -5.603 1.929  0.634
C -0.513 -6.887 2.636  -1.491
C -0.089 -4.443 2.436  -0.617
C -0.253 -3.220 1.857  -1.120
C 0.274 -1.948 2.546  1.246
O 0.142 -0.724 1.941  -1.037
C -0.501 -1.778 3.901  0.572
F -0.264 -2.737 4.836  -0.290
F -0.210 -0.608 4.506  -0.266
F -1.830 -1.800 3.691  -0.263
C 1.793 -2.154 2.845  0.578
F 2.377 -0.989 3.180  -0.281
F 2.105 -3.013 3.856  -0.290
F 2.409 -2.641 1.750  -0.283
C -2.399 -0.974 -2.043  -0.875
C -3.587 -0.816 -2.674  -0.335
C -1.115 -0.563 -2.760  1.527
O 0.091 -0.866 -2.214  -1.141
C -1.084 -1.300 -4.151  0.515
F -1.892 -0.767 -5.109  -0.290
F 0.147 -1.318 -4.692  -0.258
F -1.466 -2.588 -4.029  -0.274
C -1.122 0.970 -3.090  0.101
F -2.267 1.459 -3.629  -0.311
F -0.151 1.269 -3.988  -0.321
F -0.881 1.717 -1.999  0.035
H -6.728 -1.996 -2.785  0.365
H -5.849 -1.012 -4.012  0.362
H -6.560 -0.227 -2.564  0.241
H -5.651 -2.475 -0.599  0.243
H -3.511 -2.795 0.648  0.528
H -2.157 -4.195 -0.825  0.501
H -1.877 -6.387 0.348  0.234
H -1.335 -7.584 2.372  0.353
H -0.514 -6.731 3.736  0.347
H 0.447 -7.379 2.365  0.258
H 0.497 -4.523 3.361  0.396
H -3.622 -0.284 -3.629  0.302
N 1.823 0.968 -0.220  0.145
S 3.247 1.909 -0.228  -0.447
C 4.676 2.025 0.886  0.713
C 4.508 2.967 1.914  -0.339
C 5.454 3.222 2.906  -0.541
C 6.655 2.507 2.912  -0.417
C 6.825 1.551 1.914  -0.553
C 5.829 1.314 0.922  -0.046
C 4.203 0.850 -1.419  0.415
C 5.430 1.163 -1.850  -0.324
C 6.103 0.325 -2.774  -0.491
C 5.496 -0.841 -3.236  -0.411
C 4.227 -1.142 -2.791  -0.610
C 3.561 -0.277 -1.877  -0.795
H 1.180 1.691 0.159  -0.826
H 3.532 3.551 1.912  0.130
H 5.255 3.991 3.697  0.297
H 7.439 2.689 3.688  0.291
H 7.758 0.927 1.918  0.275
H 6.022 0.524 0.119  0.262
H 5.913 2.102 -1.421  0.434
H 7.125 0.590 -3.112  0.320
H 6.026 -1.510 -3.938  0.330
H 3.717 -2.068 -3.136  0.383
H 2.593 -0.477 -1.496  0.516
C -0.473 2.906 1.493  -2.126
C -1.932 2.814 1.309  4.703
C -2.624 3.068 2.611  -1.947
C -2.404 1.542 0.773  -1.907
C -2.446 3.820 0.280  -0.750
C -1.710 4.932 -0.092  -0.075
C -2.177 5.834 -1.050  -0.877
C -3.404 5.635 -1.661  -0.320
C -4.159 4.531 -1.295  -0.897
C -3.681 3.636 -0.336  0.016
H -0.120 1.998 2.097  0.236
H -0.162 3.838 2.044  0.545
H 0.028 2.900 0.483  0.540
H -2.322 2.274 3.344  0.387
H -3.727 3.027 2.466  0.405
H -2.345 4.077 3.015  0.382
H -1.479 1.109 0.268  -0.101
H -0.726 5.110 0.378  0.306
H -1.565 6.708 -1.321  0.340
H -3.772 6.339 -2.416  0.358
H -5.129 4.350 -1.773  0.342
H -4.252 2.734 -0.074  0.434

Here is a structure of composition C28H26F4N3PPt from the OMol25 dataset. Energies are from the ωB97M-V functional and the def2-TZVPD basis.

Strongest force on any atom ... 0.8 eV Å⁻¹
2S+1 ... 1
E ... -57315.999 eV
Total charge ... +2
Frontier orbital gap (alpha / beta) ... 5.53 / 5.53 eV

Last column: Mulliken charge in e.
Atoms and positions in Å:
Pt -0.420 -1.494 0.841  0.899
C 0.218 -3.586 -1.056  -0.625
N 0.808 -2.947 0.146  -0.361
C 2.148 -2.390 -0.165  -0.530
C 0.839 -3.898 1.293  -1.017
C 1.143 -3.138 2.552  -0.542
N 0.250 -1.970 2.546  0.138
C 0.040 -1.233 3.695  -0.099
C -0.944 -0.222 3.688  0.481
F -1.633 0.009 2.563  -0.384
C -1.235 0.524 4.806  0.021
F -2.178 1.449 4.730  -0.266
C -0.544 0.316 5.986  -0.313
C 0.446 -0.649 6.017  -0.039
F 1.141 -0.852 7.122  -0.257
C 0.744 -1.407 4.904  0.831
F 1.733 -2.290 4.987  -0.273
H 0.857 -4.414 -1.366  0.416
H 0.161 -2.853 -1.855  0.103
H -0.779 -3.953 -0.827  0.351
H 2.828 -3.209 -0.407  0.384
H 2.539 -1.829 0.680  0.294
H 2.064 -1.727 -1.025  -0.012
H 1.579 -4.688 1.138  0.401
H -0.144 -4.363 1.355  0.365
H 2.186 -2.819 2.609  0.444
H 0.971 -3.778 3.417  0.621
H -0.761 0.910 6.865  0.534
N -1.068 -0.565 -0.572  -0.298
P -0.675 0.825 -1.353  1.968
C -0.287 2.139 -0.193  0.314
C 0.697 1.921 0.779  -0.285
C 0.957 2.889 1.731  -1.008
C 0.229 4.077 1.728  -0.666
C -0.742 4.297 0.766  -0.794
C -1.008 3.328 -0.195  -0.605
C -1.995 1.318 -2.425  -0.075
C -1.737 2.285 -3.399  -0.374
C -2.762 2.692 -4.235  -0.761
C -4.027 2.127 -4.108  -0.475
C -4.277 1.161 -3.144  -0.738
C -3.260 0.746 -2.298  -0.336
C 0.779 0.456 -2.339  0.492
C 1.989 1.129 -2.189  -0.221
C 3.067 0.787 -2.999  -0.757
C 2.942 -0.233 -3.930  -0.521
C 1.734 -0.909 -4.078  -0.764
C 0.650 -0.565 -3.288  -0.637
H 1.282 1.007 0.766  0.659
H 1.733 2.731 2.469  0.489
H 0.425 4.831 2.479  0.452
H -1.299 5.224 0.760  0.455
H -1.774 3.504 -0.939  0.405
H -0.745 2.709 -3.509  0.436
H -2.572 3.441 -4.991  0.436
H -4.820 2.439 -4.774  0.430
H -5.264 0.728 -3.051  0.429
H -3.443 -0.012 -1.547  0.385
H 2.095 1.924 -1.462  0.474
H 3.997 1.331 -2.909  0.479
H 3.787 -0.499 -4.552  0.448
H 1.636 -1.695 -4.816  0.462
H -0.304 -1.063 -3.421  0.539

Here is a structure of composition C4H5BaLiO2 from the OMol25 dataset. Energies are from the ωB97M-V functional and the def2-TZVPD basis.

Strongest force on any atom ... 4.4 eV Å⁻¹
2S+1 ... 2
E ... -9213.860 eV
<S²> ... 0.75
Relative energy (zero: lowest compared OMol25 entry of this formula, charge and spin) ... 0.0 kcal/mol
Total charge ... +1
Frontier orbital gap (alpha / beta) ... 3.62 / 5.78 eV

Last column: Mulliken spin population.
Atoms and positions in Å:
C -1.543 0.274 -0.545  0.000
C -0.793 -0.225 0.638  -0.001
C 0.532 -0.716 0.194  -0.001
C 1.642 0.084 0.213  -0.026
O 2.784 -0.220 -0.308  -0.193
O -2.761 0.550 -0.535  0.000
Li -4.358 0.381 0.283  0.000
Ba 5.577 0.492 -0.869  1.218
H -0.790 0.956 0.898  -0.001
H -1.345 -1.001 1.183  0.000
H 0.593 -1.703 -0.271  -0.001
H 1.543 1.098 0.643  0.005
H -1.083 0.031 -1.525  0.000

Here is a structure of composition CH3NO3S2 from the OMol25 dataset. Energies are from the ωB97M-V functional and the def2-TZVPD basis.

Strongest force on any atom ... 7.5 eV Å⁻¹
2S+1 ... 1
E ... -30386.042 eV
Relative energy (zero: lowest compared OMol25 entry of this formula, charge and spin) ... 6.4 kcal/mol
Frontier orbital gap (alpha / beta) ... 10.03 / 10.03 eV

Last column: Mulliken charge in e.
Atoms and positions in Å:
C -1.445 0.824 -0.088  -0.872
N 0.502 -1.298 -0.086  -0.275
O 2.343 -2.851 -0.465  -0.420
O 1.096 1.167 -0.713  -0.584
O 0.573 0.836 1.615  -0.576
S 2.038 -1.496 -0.153  0.563
S 0.301 0.516 0.236  1.171
H -1.475 1.598 -0.699  0.356
H -1.930 -0.140 -0.541  0.313
H -2.004 0.843 0.894  0.323

Here is a structure of composition C35H55ClF16N2O6P2S2Si2 from the OMol25 dataset. Energies are from the ωB97M-V functional and the def2-TZVPD basis.

Strongest force on any atom ... 2.6 eV Å⁻¹
2S+1 ... 1
E ... -164461.237 eV
Frontier orbital gap ... 7.91 eV

Last column: Mulliken charge in e.
Atoms and positions in Å:
C -1.879 3.793 -2.267  -0.996
C -0.999 3.044 -3.258  -0.597
C 0.480 3.040 -2.836  -0.194
C 1.146 1.706 -3.192  -0.583
N 2.605 1.785 -3.369  0.360
C 3.345 1.462 -2.141  0.112
C 3.372 2.616 -1.141  0.336
C 3.724 2.000 0.248  -1.448
C 2.605 2.186 1.289  -0.700
Si 2.438 0.724 2.480  0.516
O 0.819 0.497 2.822  0.073
Si 0.133 0.454 4.330  0.075
O 1.143 0.467 5.643  -0.614
C -1.008 -1.054 4.528  -1.058
C -1.301 -1.889 3.266  0.255
C -2.782 -2.280 3.214  0.094
O -3.652 -1.444 3.427  -0.540
N -3.184 -3.657 2.981  -0.244
C -3.481 -4.034 1.625  0.109
C -4.432 -4.964 1.399  -0.112
C -4.727 -5.376 0.153  -0.816
C -4.078 -4.872 -0.920  -0.379
C -3.141 -3.912 -0.719  -1.151
C -2.858 -3.511 0.540  0.289
P -1.220 2.226 4.560  -0.210
C -0.098 3.603 5.163  -0.226
C -0.231 3.853 6.667  -1.258
C -1.777 2.788 2.879  -0.507
C -2.278 1.663 1.976  -0.644
P 3.958 1.134 4.052  -0.104
O 3.363 2.273 5.082  -0.421
Cl 4.075 -0.660 5.091  -0.261
C 3.013 0.988 -4.479  0.015
S 3.637 1.705 -5.785  -0.199
S 2.824 -0.770 -4.582  -0.126
C 2.727 -1.490 -2.909  -0.812
C 1.292 -1.529 -2.345  -0.660
C 1.203 -1.183 -0.857  -0.450
H -2.038 3.231 -1.352  0.086
H -1.517 4.798 -2.059  0.154
H -2.862 3.926 -2.724  0.451
H -1.325 2.001 -3.248  0.334
H -1.087 3.414 -4.277  0.401
H 1.027 3.898 -3.215  0.408
H 0.464 3.112 -1.746  -0.101
H 0.828 0.959 -2.457  -0.342
H 0.731 1.392 -4.151  0.879
H 4.378 1.200 -2.363  0.585
H 2.808 0.664 -1.628  -0.904
H 4.095 3.374 -1.428  0.036
H 2.394 3.074 -1.047  -0.186
H 3.979 0.949 0.102  0.485
H 4.645 2.477 0.578  0.592
H 1.644 2.473 0.866  0.305
H 2.923 3.020 1.924  0.839
H 2.946 -0.457 1.740  -0.285
H 0.606 0.435 6.446  0.291
H -0.499 -1.713 5.233  0.414
H -1.916 -0.713 5.020  0.606
H -0.745 -2.826 3.347  0.552
H -1.001 -1.436 2.322  -0.304
H -2.461 -4.287 3.320  0.330
H -4.969 -5.419 2.219  0.429
H -5.494 -6.119 -0.003  0.472
H -4.321 -5.247 -1.903  0.453
H -2.637 -3.481 -1.566  0.446
H -2.101 -2.758 0.698  0.335
H 0.920 3.364 4.859  0.076
H -0.382 4.504 4.619  0.502
H -0.969 4.625 6.856  0.355
H 0.725 4.231 7.033  0.372
H -0.450 2.949 7.227  0.278
H -1.000 3.393 2.411  0.325
H -2.619 3.456 3.054  0.516
H -1.587 0.827 1.895  -0.060
H -2.370 2.075 0.968  0.061
H -3.278 1.340 2.241  0.376
H 4.001 2.998 5.029  0.340
H 3.046 -2.520 -3.051  0.545
H 3.435 -1.054 -2.216  0.373
H 0.917 -2.547 -2.454  0.526
H 0.615 -0.911 -2.924  0.505
H 1.609 -1.967 -0.222  0.474
H 0.161 -1.002 -0.616  0.189
H 1.732 -0.264 -0.592  -0.423
C -3.102 -8.302 -0.721  -0.554
C -2.484 -8.344 -2.134  0.917
C -3.294 -8.986 -3.265  0.096
F -3.590 -10.276 -3.033  -0.228
F -2.564 -8.943 -4.406  -0.270
F -1.253 -8.895 -2.062  -0.289
F -2.303 -7.042 -2.505  -0.299
O -2.736 -9.304 0.228  -0.427
C -3.345 -10.542 0.276  0.782
C -2.393 -11.689 -0.087  0.203
F -1.809 -11.501 -1.282  -0.213
F -3.090 -12.848 -0.137  -0.257
F -4.473 -10.558 -0.462  -0.294
F -3.722 -10.737 1.559  -0.298
H -2.716 -7.388 -0.273  0.341
H -4.183 -8.167 -0.756  0.296
H -4.223 -8.434 -3.433  0.269
H -1.611 -11.778 0.670  0.227
C 1.682 8.554 -3.243  -0.900
C 0.843 7.622 -2.343  1.002
C 0.994 7.743 -0.823  0.029
F 2.247 7.510 -0.396  -0.205
F 0.194 6.823 -0.228  -0.231
F 1.028 6.343 -2.736  -0.130
F -0.461 7.924 -2.604  -0.346
O 2.898 8.080 -3.816  -0.391
C 4.104 8.106 -3.141  0.722
C 4.637 6.701 -2.835  0.167
F 3.732 5.964 -2.171  -0.166
F 5.749 6.793 -2.068  -0.280
F 4.029 8.878 -2.038  -0.289
F 4.995 8.697 -3.964  -0.301
H 1.051 8.724 -4.114  0.384
H 1.816 9.536 -2.787  0.378
H 0.684 8.735 -0.484  0.256
H 4.894 6.184 -3.763  0.285

Here is an isolated molecule of C3H8N2OS from the OMol25 dataset. Energies are from the ωB97M-V functional and the def2-TZVPD basis.

Strongest force on any atom ... 4.8 eV Å⁻¹
2S+1 ... 1
E ... -19103.767 eV
Relative energy (zero: lowest compared OMol25 entry of this formula, charge and spin) ... 16.9 kcal/mol
Frontier orbital gap ... 9.92 eV
SMILES string ... NC(=O)NCCS

Last column: Mulliken charge in e.
Atoms and positions in Å:
N -2.270 -0.275 -0.381  -0.335
C -1.661 0.809 -0.918  0.521
O -2.058 1.373 -1.938  -0.654
N -0.521 1.280 -0.306  -0.204
C 0.314 0.637 0.736  -0.843
C 1.119 -0.584 0.041  -0.478
S 2.359 -1.322 1.234  -0.233
H -3.162 -0.550 -0.838  0.250
H -1.885 -0.893 0.205  0.168
H 0.081 1.965 -0.878  0.262
H -0.318 0.201 1.532  0.335
H 1.055 1.335 1.101  0.433
H 1.554 -0.224 -0.877  0.355
H 0.323 -1.264 -0.166  0.299
H 1.982 -2.593 1.335  0.124

Q: Which of these has the lowest strongest force on any atom?
A: C28H26F4N3PPt

Q: What is the formula in the second record?
A: C3H5O3S